Entry 1
{
  "formula": "C4H5OP",
  "method": "ωB97M-V/def2-TZVPD",
  "symbols": ["C", "C", "C", "C", "O", "P", "H", "H", "H", "H", "H"],
  "xyz": [[-1.3502, 0.1246, -0.0749], [-0.2819, 0.7759, -0.7006], [-1.1295, -0.8672, 0.9288], [0.8804, 0.0929, -0.7646], [2.0120, 0.7020, -1.0288], [0.4887, -1.3488, 1.5806], [-2.3079, 0.3248, -0.4414], [-0.3805, 1.6408, -1.4104], [-2.0438, -1.3753, 1.2450], [2.7966, 0.0922, -0.9877], [1.3161, -0.1620, 1.6541]],
  "lowdin_charge": [-0.20, -0.16, -0.46, -0.25, 0.00, 0.85, 0.07, 0.13, 0.03, 0.14, -0.14],
  "total_charge": 0,
  "homo_ev": [-8.23, -8.24],
  "e_lumo_ev": [-0.7, -0.7]
}

---

Entry 2
{
  "formula": "C4H5OP",
  "method": "ωB97M-V/def2-TZVPD",
  "symbols": ["C", "C", "C", "C", "O", "P", "H", "H", "H", "H", "H"],
  "xyz": [[0.8392, -1.1245, -0.0849], [-0.5694, -0.9565, -0.1093], [1.6214, -0.0002, -0.0648], [-1.0814, 0.3188, -0.0895], [-2.3020, 0.8097, 0.0596], [0.9042, 1.6013, -0.0247], [1.3437, -2.0858, -0.2691], [-1.4307, -1.7523, -0.2458], [2.5885, -0.0825, -0.4604], [-2.2588, 1.7067, -0.0675], [0.3453, 1.5654, 1.3563]],
  "lowdin_charge": [-0.21, -0.17, -0.49, -0.31, 0.06, 0.87, 0.11, 0.15, 0.02, 0.06, -0.07],
  "total_charge": 0,
  "homo_ev": -8.25,
  "e_lumo_ev": 0.3
}

---

The data favor entry 2; the next most stable structure lies 104.4 kJ/mol above it.

---

Entry 1
{
  "formula": "C4H8ClN",
  "method": "ωB97M-V/def2-TZVPD",
  "symbols": ["C", "C", "C", "C", "N", "Cl", "H", "H", "H", "H", "H", "H", "H", "H"],
  "xyz": [[-2.3663, 0.2801, 0.3216], [2.7939, 0.1021, -1.1960], [0.7095, -0.2087, 0.2484], [1.7943, 0.5518, -0.4499], [-2.9961, -0.8021, 0.7187], [1.6973, 2.3069, -0.2433], [-2.6961, 1.1579, 1.0092], [3.4026, 0.7501, -1.8153], [3.1628, -0.9452, -1.0407], [-2.9109, -1.5286, 0.0313], [0.6081, 0.1871, 1.2818], [-0.3375, 0.2749, -0.1945], [0.8916, -1.2499, 0.0467], [-3.7531, -0.8764, 1.2820]],
  "lowdin_charge": [-0.04, -0.07, -0.16, -0.80, 0.00, 0.59, 0.03, 0.05, 0.08, 0.08, 0.07, 0.06, 0.06, 0.05],
  "total_charge": 0,
  "homo_ev": -8.39,
  "e_lumo_ev": 0.8
}

---

Entry 2
{
  "formula": "C4H8ClN",
  "method": "ωB97M-V/def2-TZVPD",
  "symbols": ["C", "C", "Cl", "C", "C", "N", "H", "H", "H", "H", "H", "H", "H", "H"],
  "xyz": [[-1.0843, 1.6284, -0.2715], [-0.3015, 0.5310, -0.1414], [-1.4237, -0.8582, 0.1900], [1.0435, 0.3230, -0.1770], [1.6022, 0.0926, 1.1983], [1.3979, -0.7649, -0.9833], [-0.6966, 2.6954, -0.5343], [-2.1704, 1.5928, -0.0255], [1.4286, 1.2810, -0.5259], [0.8768, -0.7320, 1.5911], [2.6552, -0.2911, 1.0801], [1.5920, 1.1402, 1.6720], [0.6584, -0.7875, -1.8156], [2.5145, -0.4057, -1.4391]],
  "lowdin_charge": [-0.03, -0.69, 0.60, -0.72, -0.06, -0.01, 0.10, 0.05, 0.14, 0.10, 0.09, 0.11, 0.12, 0.20],
  "smiles": "C=C(Cl)[C@@H](C)N",
  "total_charge": 0,
  "homo_ev": -9.46,
  "e_lumo_ev": 0.7
}

---

Entry 3
{
  "formula": "C4H8ClN",
  "method": "ωB97M-V/def2-TZVPD",
  "symbols": ["C", "C", "Cl", "C", "C", "N", "H", "H", "H", "H", "H", "H", "H", "H"],
  "xyz": [[-1.8915, 1.1750, -0.3090], [-1.2132, 0.0326, -0.3680], [-1.9850, -1.3757, 0.2372], [0.2763, -0.0966, -0.2056], [1.0923, -0.0356, 1.0582], [0.9584, -1.2451, -0.8558], [-1.1710, 2.0170, -0.5989], [-3.0606, 1.2891, 0.2919], [0.3838, 0.7857, -0.8658], [0.8347, -1.1628, 1.3728], [2.2127, 0.2680, 0.8143], [0.8083, 0.5688, 1.8623], [0.8472, -0.9321, -1.8528], [1.9074, -1.2882, -0.5809]],
  "lowdin_charge": [-0.05, -0.77, 0.65, -0.56, -0.07, 0.01, 0.08, 0.17, 0.11, 0.13, 0.13, 0.04, 0.10, 0.04],
  "smiles": "C=C(Cl)[C@@H](C)N",
  "total_charge": 0,
  "homo_ev": -9.45,
  "e_lumo_ev": 0.8
}

---

The data favor entry 2; the next most stable structure lies 58.9 kJ/mol above it.

---

Entry 1
{
  "formula": "C6H11N",
  "method": "ωB97M-V/def2-TZVPD",
  "symbols": ["C", "C", "C", "N", "C", "C", "C", "H", "H", "H", "H", "H", "H", "H", "H", "H", "H", "H"],
  "xyz": [[1.1045, -1.5784, 1.0572], [0.4127, -0.4726, 0.3083], [1.1338, 0.2318, -0.6316], [1.8585, -0.4731, -1.5904], [-0.9265, -0.1553, 0.8747], [-1.8454, 0.6917, 0.0156], [-2.1682, 1.9897, -0.0648], [0.4753, -2.1749, 1.7445], [1.9529, -1.3205, 1.6906], [1.4743, -2.3718, 0.3932], [1.1531, 1.3167, -0.7211], [2.5973, 0.0875, -2.0048], [2.1884, -1.2710, -1.0525], [-1.4508, -1.1055, 0.9748], [-0.9373, 0.2179, 1.8989], [-2.4892, 0.0980, -0.6453], [-2.4305, 2.5032, -0.9920], [-2.3456, 2.7008, 0.7498]],
  "lowdin_charge": [-0.02, -0.16, 0.01, 0.19, -0.14, -0.18, 0.03, 0.11, 0.11, 0.10, 0.16, 0.14, 0.10, 0.14, 0.15, 0.11, 0.07, 0.07],
  "spin_multiplicity": 2,
  "s2": 0.755,
  "total_charge": 1,
  "homo_ev": [-12.77, -12.75],
  "e_lumo_ev": [-4.6, -6.8]
}

---

Entry 2
{
  "formula": "C6H11N",
  "method": "ωB97M-V/def2-TZVPD",
  "symbols": ["C", "N", "C", "C", "C", "C", "C", "H", "H", "H", "H", "H", "H", "H", "H", "H", "H", "H"],
  "xyz": [[-0.7455, -2.4164, -0.3369], [-1.4284, -1.3643, 0.3713], [-0.8457, -0.1027, 0.3511], [-1.5586, 1.0810, 0.3372], [2.4795, 1.6257, -0.7384], [1.3171, 1.2714, 0.1323], [0.6499, 0.0856, 0.2274], [0.1054, -2.7512, 0.2705], [-1.4452, -3.1789, -0.5423], [-0.3664, -1.9767, -1.2633], [-2.4534, -1.3332, 0.4619], [-1.1247, 1.8226, 0.9580], [-2.5958, 1.2289, -0.0684], [2.1180, 2.5114, -1.2687], [2.7138, 0.8388, -1.4249], [3.4495, 2.0011, -0.3159], [0.8029, 2.0754, 0.6632], [1.0136, -0.9561, 0.0942]],
  "lowdin_charge": [-0.05, 0.03, -0.25, 0.18, -0.04, -0.06, 0.00, 0.11, 0.09, 0.11, 0.17, 0.07, 0.13, 0.10, 0.08, 0.12, 0.11, 0.11],
  "spin_multiplicity": 2,
  "s2": 0.766,
  "total_charge": 1,
  "homo_ev": [-13.82, -13.89],
  "e_lumo_ev": [-4.8, -6.6]
}

---

The data favor entry 2; the next most stable structure lies 62.5 kJ/mol above it.

---

Entry 1
{
  "formula": "C2H2NO2S2",
  "method": "ωB97M-V/def2-TZVPD",
  "symbols": ["C", "C", "N", "O", "O", "S", "S", "H", "H"],
  "xyz": [[0.3181, -1.0273, 0.0485], [1.0093, 0.4910, 0.0943], [-1.0090, -1.0329, 0.1063], [1.0128, -2.0137, 0.1416], [-2.6868, 0.4608, -1.0709], [-0.2042, 1.6351, 0.2682], [-1.9407, 0.2726, 0.1935], [1.7174, 0.5065, 1.0075], [1.7830, 0.7079, -0.7890]],
  "lowdin_charge": [-0.68, -0.64, -0.28, -0.03, -0.60, 0.52, 0.55, 0.07, 0.09],
  "total_charge": -1,
  "homo_ev": -4.68,
  "e_lumo_ev": 3.5
}

---

Entry 2
{
  "formula": "C2H2NO2S2",
  "method": "ωB97M-V/def2-TZVPD",
  "symbols": ["C", "C", "N", "O", "O", "S", "S", "H", "H"],
  "xyz": [[-0.5657, -1.5877, -0.2780], [-0.0475, -0.3021, -0.0930], [-0.9918, -2.6155, -0.5877], [2.6128, -1.8556, -0.3902], [2.3974, -0.3571, 1.6654], [3.0728, 0.8634, -0.7478], [2.2059, -0.5948, 0.2180], [-0.4209, 0.1824, 0.8212], [0.0921, 0.2112, -1.1208]],
  "lowdin_charge": [-0.39, -0.17, 0.11, -0.47, -0.50, 0.10, 0.16, 0.07, 0.09],
  "total_charge": -1,
  "homo_ev": -4.52,
  "e_lumo_ev": 3.4
}

---

The data favor entry 1; the next most stable structure lies 69.9 kJ/mol above it.

---

Entry 1
{
  "formula": "C3H8S2",
  "method": "ωB97M-V/def2-TZVPD",
  "symbols": ["C", "C", "C", "S", "S", "H", "H", "H", "H", "H", "H", "H", "H"],
  "xyz": [[-1.7042, 1.5780, 2.2087], [-1.4304, 1.1606, 0.7659], [-0.4711, -0.0414, 0.6807], [0.8068, 0.2108, -0.5991], [0.9496, -1.6136, -1.4502], [-0.8403, 1.9744, 2.7364], [-2.4969, 2.3210, 2.2508], [-2.0094, 0.7187, 2.8148], [-1.0260, 1.9864, 0.1893], [-2.3837, 0.8220, 0.3930], [-1.0333, -0.9282, 0.4229], [0.0253, -0.3208, 1.6086], [2.0754, -2.1573, -0.9475]],
  "lowdin_charge": [-0.12, -0.32, -0.57, 0.40, 0.29, 0.07, 0.07, 0.07, 0.08, 0.10, 0.05, 0.07, -0.20],
  "smiles": "CCCSS",
  "total_charge": 0,
  "homo_ev": -8.94,
  "e_lumo_ev": 0.7
}

---

Entry 2
{
  "formula": "C3H8S2",
  "method": "ωB97M-V/def2-TZVPD",
  "symbols": ["C", "C", "C", "H", "H", "H", "H", "H", "H", "S", "S", "H", "H"],
  "xyz": [[1.8648, -1.5319, -1.5180], [0.7046, -0.8566, -1.5534], [-0.4357, -0.9517, -0.5828], [2.3183, -1.7267, -2.4828], [2.2531, -1.8893, -0.5723], [0.5446, -0.1951, -2.4035], [-1.2102, -1.6144, -0.9681], [-0.2088, -1.3039, 0.4308], [-0.8936, 0.0410, -0.4897], [-2.2272, 3.0663, 2.3784], [-1.0874, 1.8040, 3.4972], [-1.7760, 3.0083, 1.1344], [0.1535, 2.1500, 3.1298]],
  "lowdin_charge": [-0.02, -0.25, -0.12, 0.05, 0.05, 0.09, 0.07, 0.07, 0.06, 0.21, 0.21, -0.22, -0.20],
  "smiles": "C=CC.SS",
  "total_charge": 0,
  "homo_ev": -8.93,
  "e_lumo_ev": 0.3
}

---

The data favor entry 1; the next most stable structure lies 139.8 kJ/mol above it.

---

Entry 1
{
  "formula": "C3H8S2",
  "method": "ωB97M-V/def2-TZVPD",
  "symbols": ["C", "C", "H", "H", "H", "H", "C", "S", "S", "H", "H", "H", "H"],
  "xyz": [[-2.4692, -0.1409, 0.8290], [-3.1181, 0.7333, 0.0908], [-1.5134, -0.5933, 0.3746], [-2.7882, -0.5838, 1.7632], [-2.9949, 0.6227, -0.8991], [-3.6841, 1.4950, 0.6286], [0.7554, 1.4919, -0.9388], [0.8741, 0.3702, 0.5465], [1.4022, -1.4152, -0.4625], [0.3394, 2.5312, -0.7336], [0.2138, 1.0332, -1.7958], [1.7422, 1.8254, -1.2614], [1.2562, -2.1155, 0.6934]],
  "lowdin_charge": [-0.11, -0.08, 0.01, 0.05, 0.00, 0.06, -0.47, 0.34, 0.29, 0.06, 0.04, 0.01, -0.19],
  "smiles": "C=C.CSS",
  "total_charge": 0,
  "homo_ev": -8.26,
  "e_lumo_ev": 0.4
}

---

Entry 2
{
  "formula": "C3H8S2",
  "method": "ωB97M-V/def2-TZVPD",
  "symbols": ["C", "C", "S", "S", "C", "H", "H", "H", "H", "H", "H", "H", "H"],
  "xyz": [[-1.3666, 1.8027, -0.6530], [-0.2026, 1.0444, -1.2955], [1.1859, 0.3124, -0.5071], [0.3664, -1.4100, 0.2399], [1.2761, -2.3939, 1.7093], [-1.0699, 2.4504, 0.3964], [-1.7269, 2.5736, -1.3003], [-2.3305, 1.2165, -0.6188], [0.3356, 1.6374, -1.9382], [-0.7514, 0.3301, -1.8444], [1.7940, -3.1569, 1.0756], [0.5609, -2.7379, 2.5323], [1.9290, -1.6688, 2.2036]],
  "lowdin_charge": [-0.16, -0.69, 0.45, 0.35, -0.34, 0.14, 0.03, 0.08, 0.02, 0.05, 0.02, 0.05, 0.01],
  "smiles": "CCSSC",
  "total_charge": 0,
  "homo_ev": -7.75,
  "e_lumo_ev": 0.8
}

---

The data favor entry 2; the next most stable structure lies 41.8 kJ/mol above it.

---

Entry 1
{
  "formula": "C3H8S2",
  "method": "ωB97M-V/def2-TZVPD",
  "symbols": ["C", "C", "C", "H", "H", "H", "H", "H", "H", "S", "S", "H", "H"],
  "xyz": [[0.2725, 1.0891, -1.3963], [0.0164, 1.3158, -0.0789], [0.9078, 0.8463, 1.0252], [-0.3036, 1.7318, -2.0474], [1.1928, 0.4604, -1.7177], [-0.8247, 1.8043, 0.2791], [1.5926, 1.6832, 1.3487], [1.5804, -0.0754, 0.6546], [0.3282, 0.4876, 1.8560], [-2.2341, -2.2791, -0.2323], [-0.2120, -2.8735, -0.1247], [-2.1137, -1.1516, -0.9783], [-0.2029, -3.0391, 1.4120]],
  "lowdin_charge": [-0.03, -0.27, -0.14, 0.04, 0.09, 0.06, 0.09, 0.10, 0.05, 0.19, 0.12, -0.22, -0.08],
  "smiles": "C=CC.SS",
  "total_charge": 0,
  "homo_ev": -8.93,
  "e_lumo_ev": 0.2
}

---

Entry 2
{
  "formula": "C3H8S2",
  "method": "ωB97M-V/def2-TZVPD",
  "symbols": ["C", "C", "H", "H", "H", "H", "C", "S", "S", "H", "H", "H", "H"],
  "xyz": [[4.4970, -1.4686, -0.0561], [4.5591, -1.8916, 1.1944], [3.7196, -0.7921, -0.3827], [5.2685, -1.6616, -0.7912], [3.8428, -1.6326, 1.9628], [5.3595, -2.5416, 1.5411], [0.0359, 0.8352, 0.0863], [-1.7040, 0.9789, 0.5645], [-2.6433, 0.1806, -1.0916], [0.6181, 1.4723, 0.7505], [0.1870, 1.1318, -0.9411], [0.3565, -0.1859, 0.2526], [-2.7042, 1.3119, -1.8123]],
  "lowdin_charge": [-0.08, -0.08, 0.04, 0.04, 0.04, 0.05, -0.50, 0.34, 0.29, 0.03, 0.02, 0.02, -0.20],
  "smiles": "C=C.CSS",
  "total_charge": 0,
  "homo_ev": -9.15,
  "e_lumo_ev": 0.6
}

---

The data favor entry 2; the next most stable structure lies 84.6 kJ/mol above it.

---

Entry 1
{
  "formula": "C8H17N3O",
  "method": "ωB97M-V/def2-TZVPD",
  "symbols": ["O", "C", "N", "C", "N", "N", "H", "H", "H", "C", "C", "C", "C", "C", "C", "H", "H", "H", "H", "H", "H", "H", "H", "H", "H", "H", "H", "H", "H"],
  "xyz": [[-4.1010, 2.2015, 0.4865], [-3.9900, 0.9582, 0.0126], [-4.8527, 0.3404, -0.7619], [-4.2351, -0.8586, -0.9579], [-3.0745, -1.0167, -0.3671], [-2.9246, 0.1834, 0.2671], [-4.9521, 2.5560, 0.1597], [-4.6929, -1.6398, -1.5451], [-2.1640, 0.3504, 0.9101], [3.6875, 1.4920, 0.3967], [3.5526, 0.5531, -0.8427], [2.1482, 0.0252, -1.1576], [1.4847, -0.5308, 0.0801], [0.0604, -1.0718, -0.0061], [-0.3833, -1.5198, 1.4228], [3.5234, 2.5217, 0.1237], [4.6776, 1.4050, 0.8580], [2.9833, 1.2850, 1.2210], [4.1957, -0.3053, -0.7504], [3.9202, 1.1493, -1.6880], [1.4850, 0.8210, -1.5714], [2.1868, -0.7355, -1.9517], [1.4547, 0.2785, 0.8288], [2.1260, -1.3080, 0.5174], [-0.0115, -1.9220, -0.7169], [-0.6216, -0.2931, -0.3906], [-1.4367, -1.8394, 1.5175], [-0.2539, -0.6955, 2.1289], [0.2075, -2.3844, 1.7769]],
  "lowdin_charge": [0.11, -0.47, 0.13, -0.22, 0.06, 0.07, 0.13, 0.10, 0.14, -0.10, -0.25, -0.23, -0.27, -0.27, -0.13, 0.06, 0.07, 0.05, 0.09, 0.10, 0.12, 0.11, 0.09, 0.12, 0.11, 0.08, 0.05, 0.06, 0.08],
  "smiles": "Oc1ncn[nH]1.CCCCCC",
  "total_charge": 0,
  "homo_ev": -9.55,
  "e_lumo_ev": 0.6
}

---

Entry 2
{
  "formula": "C8H17N3O",
  "method": "ωB97M-V/def2-TZVPD",
  "symbols": ["N", "C", "C", "C", "N", "C", "C", "C", "C", "C", "N", "O", "H", "H", "H", "H", "H", "H", "H", "H", "H", "H", "H", "H", "H", "H", "H", "H", "H"],
  "xyz": [[-2.9043, -0.9124, 1.1110], [-2.3094, 0.0268, 0.1622], [-1.9404, -0.5578, -1.0716], [-0.7105, -1.3738, -1.0364], [0.5891, -0.8620, -0.4292], [0.4676, -0.2981, 1.0128], [1.8505, -0.1725, 1.3806], [2.6132, 0.6932, 0.5878], [2.5382, 0.6495, -0.7525], [1.0581, 0.2817, -1.3197], [-2.3562, 1.3431, 0.5247], [-1.8311, 2.1599, -0.3245], [-3.2977, -1.5833, 0.5744], [-3.5566, -0.5827, 1.9184], [-1.7027, 0.2572, -1.5750], [-2.6784, -1.0228, -1.7674], [-0.3328, -1.7891, -1.9375], [-0.9216, -2.4133, -0.2855], [0.0135, -1.2859, 1.7052], [-0.0748, 0.5731, 0.9620], [2.4142, -1.0859, 1.4806], [1.9389, 0.0691, 2.6071], [3.5991, 1.0649, 1.1268], [2.0001, 1.7960, 0.8134], [3.0736, -0.3829, -0.9212], [3.0196, 1.4983, -1.4409], [0.9482, 0.0028, -2.1264], [0.5135, 1.0535, -0.9797], [-2.0208, 2.8532, 0.0005]],
  "lowdin_charge": [0.10, -0.35, -0.18, -0.18, -0.11, -0.18, -0.32, -0.38, -0.22, -0.08, 0.01, 0.05, 0.01, 0.14, 0.06, 0.16, 0.09, 0.18, 0.19, 0.06, 0.11, 0.18, 0.16, 0.18, 0.15, 0.16, -0.01, 0.07, -0.06],
  "smiles": "N/C(CCN1CCCCC1)=N/O",
  "total_charge": 0,
  "homo_ev": -8.14,
  "e_lumo_ev": 0.8
}

---

The data favor entry 1; the next most stable structure lies 959.9 kJ/mol above it.